1.
# C2H8N2O

A molecular structure, C2H8N2O in a non-equilibrium geometry (the ωB97M-V functional and the def2-TZVPD basis, the Open Molecules 2025 dataset).

Atoms and positions in Å:
C: 0.57158 0.56654 -0.16525
C: -2.02249 -0.01070 -0.50681
N: 0.61376 -0.08633 1.07740
N: 2.12564 -0.26497 0.44683
O: -1.16402 0.87631 0.13999
H: 0.15359 -0.99345 0.98185
H: 2.43006 -1.23474 0.45896
H: 2.76539 0.34238 0.94999
H: 0.46298 0.02308 -1.10233
H: 0.89492 1.60148 -0.17863
H: -2.92932 -0.19618 0.08793
H: -2.33519 0.38208 -1.48694
H: -1.56691 -1.00551 -0.70298

ΔE to the lowest compared entry with this formula, charge and spin ... 534.1 kJ/mol
Kohn-Sham gap ... 0.3435 hartree
E_LUMO ... 0.8 eV



2.
# C4H8

2 unconnected molecules or ions with the total composition C4H8 in a non-equilibrium geometry (the ωB97M-V functional and the def2-TZVPD basis, the Open Molecules 2025 dataset).

Atoms and positions in Å:
C: -4.63980 -3.37255 1.48895
C: -3.41160 -3.65211 1.91080
H: -5.22411 -4.17159 1.05480
H: -5.04985 -2.38252 1.41944
H: -3.10090 -4.68095 1.99265
H: -2.71385 -2.86993 2.18439
C: 3.78850 4.08719 -1.90425
C: 4.26624 2.91991 -1.51723
H: 2.72569 4.20989 -2.02967
H: 4.26630 5.06581 -1.91967
H: 3.74489 2.01396 -1.24386
H: 5.34849 2.83289 -1.43634

ΔE to the lowest compared entry with this formula, charge and spin ... 159.7 kJ/mol
Kohn-Sham gap ... 0.4256 hartree
E_LUMO ... 1.4 eV
SMILES ... C=C.C=C



3.
# C15H22N6O2

2 unconnected molecules or ions with the total composition C15H22N6O2 in a non-equilibrium geometry (the ωB97M-V functional and the def2-TZVPD basis, the Open Molecules 2025 dataset).

Atoms and positions in Å:
C: 4.51399 -0.93743 -2.11590
N: 3.46516 -0.61911 -1.14928
C: 3.23287 0.61371 -0.68421
O: 3.88087 1.58953 -1.06141
C: 2.07276 0.77383 0.31240
C: 0.77469 1.20022 -0.37606
C: 0.88865 2.72586 -0.39414
C: 1.61282 3.04315 0.91780
N: 2.35091 1.83667 1.27148
C: 3.23785 1.69519 2.27148
C: 3.53044 2.88354 3.16801
O: 3.80518 0.63117 2.50024
H: 4.45631 -0.24787 -2.96075
H: 5.49156 -0.82353 -1.64330
H: 4.40237 -1.96029 -2.47688
H: 2.91009 -1.37415 -0.77909
H: 1.91543 -0.17071 0.83393
H: 0.68131 0.78503 -1.38025
H: -0.07705 0.90463 0.23919
H: 1.50372 3.03907 -1.23938
H: -0.09081 3.20287 -0.43875
H: 2.28530 3.89066 0.77723
H: 0.88282 3.26373 1.69782
H: 3.92591 3.69857 2.56542
H: 4.27126 2.58924 3.91033
H: 2.61536 3.19261 3.66811
C: -2.05289 -1.89781 -2.83664
N: -3.16864 -1.84857 -1.88494
C: -4.52675 -1.80688 -2.20720
C: -5.24263 -1.76904 -1.03621
C: -4.27315 -1.79322 0.05526
C: -4.30636 -1.78053 1.42324
N: -5.46387 -1.77405 2.11447
N: -3.23929 -1.82676 2.18233
C: -2.06130 -1.86097 1.55122
N: -1.90798 -1.86568 0.22205
C: -3.02260 -1.83614 -0.50287
H: -2.42063 -1.85802 -3.86608
H: -1.48671 -2.82464 -2.70450
H: -1.38306 -1.04794 -2.67400
H: -4.94821 -1.80059 -3.20883
H: -6.32471 -1.72221 -0.94376
H: -6.23763 -2.21014 1.63247
H: -5.30946 -2.01180 3.08734
H: -1.16385 -1.89121 2.16260

Kohn-Sham gap ... 0.3253 hartree
E_LUMO ... 0.6 eV
SMILES ... CNC(=O)[C@@H]1CCCN1C(C)=O.Cn1ccc2c(N)ncnc21



4.
# C8H16O4

C8H16O4 in the gas phase in a non-equilibrium geometry (the ωB97M-V functional and the def2-TZVPD basis, the Open Molecules 2025 dataset).

Atoms and positions in Å:
C: 0.11232 2.32048 0.17526
C: -1.37037 1.91595 0.65829
C: -2.03888 0.76545 -0.28235
C: -1.34292 -0.62731 0.09447
C: -2.19419 -1.37709 1.26356
O: -1.25338 -1.58306 -0.99871
C: -0.07948 -1.41405 -1.76931
O: -0.18742 -0.79992 -2.86553
O: 1.20881 -1.92727 -1.44913
O: 1.37621 -2.11513 -0.11482
C: 2.33345 -1.16408 0.43993
C: 3.05510 -0.26402 -0.69457
H: 0.78217 1.38816 0.06933
H: 0.55297 3.01993 0.98269
H: 0.13984 2.84887 -0.83761
H: -1.41485 1.60896 1.77218
H: -2.00747 2.87757 0.57858
H: -3.16331 0.78453 -0.01216
H: -1.97866 1.05249 -1.38457
H: -0.32662 -0.38261 0.58256
H: -3.27690 -1.51758 0.90906
H: -1.65181 -2.38607 1.41833
H: -2.10068 -0.78199 2.23124
H: 3.17667 -1.72901 0.99176
H: 1.88814 -0.43701 1.19920
H: 3.57276 -0.90989 -1.49230
H: 3.87711 0.39557 -0.24361
H: 2.31141 0.43812 -1.22178

ΔE to the lowest compared entry with this formula, charge and spin ... 554.9 kJ/mol
Kohn-Sham gap ... 0.4077 hartree
E_LUMO ... 0.8 eV
SMILES ... CCC[C@@H](C)OC(=O)OOCC



5.
# C55H82F19N2O18P

8 unconnected molecules or ions with the total composition C55H82F19N2O18P in a non-equilibrium geometry (the ωB97M-V functional and the def2-TZVPD basis, the Open Molecules 2025 dataset).

Atoms and positions in Å:
N: 2.18750 -1.52943 -1.68234
P: 1.43826 0.03441 -1.67338
O: 2.70598 1.00050 -1.29407
C: 1.25188 0.31665 -3.49756
C: -0.01774 0.28044 -4.13067
C: -1.29203 -0.02040 -3.35912
C: -1.36723 -1.31941 -2.53191
O: -1.49224 -1.14930 -1.13048
C: -2.74291 -0.62683 -0.80383
C: -2.92938 -0.60927 0.69620
F: -2.67664 -1.84850 1.17318
F: -4.22489 -0.32549 0.95877
C: -2.04016 0.35713 1.51204
F: -2.44921 0.27273 2.79668
F: -0.77076 -0.07487 1.46973
C: -2.10164 1.84875 1.06201
F: -2.08563 2.61761 2.16925
F: -3.24587 2.10703 0.41097
C: -0.87467 2.21826 0.18911
F: 0.10073 2.67575 0.98952
F: -1.23722 3.20495 -0.66494
C: -0.14120 0.59940 -5.51288
C: -1.49138 0.59462 -6.21669
C: -2.28759 1.88938 -5.89523
C: -3.72432 1.61555 -5.43423
C: -4.27695 2.65450 -4.48102
F: -3.31580 3.21256 -3.71169
F: -4.86890 3.66118 -5.16706
C: -5.33909 2.07162 -3.50803
F: -6.06261 1.12170 -4.09696
F: -6.17317 3.01013 -3.08191
F: -4.74349 1.53558 -2.44227
C: 0.99115 0.98018 -6.28053
C: 0.93122 1.37995 -7.73405
C: 1.01296 0.19495 -8.69181
F: -0.05426 0.24180 -9.58768
C: 2.22065 0.98021 -5.63291
C: 2.35258 0.64274 -4.29394
C: 3.82977 0.74419 -4.00561
O: 4.52282 0.12892 -3.25251
N: 4.30896 1.65400 -4.96625
C: 5.74663 1.90553 -5.04578
C: 6.23314 2.63998 -3.80021
C: 5.99672 4.15276 -3.81036
C: 4.55928 4.57827 -3.93744
F: 4.11143 4.46228 -5.21725
F: 3.75179 3.85396 -3.12700
C: 4.34905 6.06260 -3.54500
F: 4.32216 6.20640 -2.22606
F: 5.32054 6.82799 -4.03228
F: 3.19073 6.51297 -4.02848
C: 3.58061 1.34973 -6.13474
O: 4.02620 1.32211 -7.23697
H: 3.19979 -1.44513 -1.72085
H: 1.90949 -2.05235 -2.50305
H: 3.47401 0.49729 -1.00459
H: -1.49285 0.82962 -2.70289
H: -2.12469 -0.05007 -4.03976
H: -2.21946 -1.92550 -2.84672
H: -0.47468 -1.91686 -2.69129
H: -3.54917 -1.25114 -1.20397
H: -2.90556 0.38692 -1.18221
H: -0.49528 1.37180 -0.38404
H: -2.04918 -0.27907 -5.89632
H: -1.34357 0.50503 -7.28272
H: -1.73486 2.46631 -5.16283
H: -2.32151 2.48678 -6.80312
H: -3.82403 0.62581 -5.00152
H: -4.37395 1.63532 -6.30520
H: -0.01151 1.88343 -7.92506
H: 1.70380 2.11539 -7.92795
H: 1.93744 0.19430 -9.25926
H: 0.91568 -0.73822 -8.13901
H: 5.92679 2.52470 -5.91807
H: 6.30265 0.97733 -5.16412
H: 5.81945 2.22564 -2.88679
H: 7.30691 2.48863 -3.73427
H: 6.34472 4.53938 -2.85164
H: 6.60595 4.65429 -4.55532
C: -2.43300 -7.49459 0.39087
C: -1.97827 -6.06576 0.60257
O: -2.49434 -5.18261 -0.39895
C: -3.70106 -4.60074 -0.30928
C: -4.68805 -5.08059 0.72857
O: -3.98337 -3.73798 -1.10057
H: -3.51538 -7.58985 0.47754
H: -1.97151 -8.15129 1.12832
H: -2.15120 -7.83456 -0.60563
H: -2.22064 -5.69836 1.60012
H: -0.89694 -5.99935 0.49851
H: -5.31552 -5.85180 0.28373
H: -5.31495 -4.23960 1.01297
H: -4.22967 -5.47052 1.63350
C: 6.94175 8.95405 0.31768
C: 8.09047 7.97113 0.40776
O: 8.02722 6.97799 -0.61875
C: 8.54262 7.15863 -1.85020
C: 8.98585 8.53832 -2.27785
O: 8.57593 6.22202 -2.59940
H: 6.96994 9.52162 -0.61253
H: 6.97853 9.65753 1.14975
H: 5.99070 8.42288 0.34988
H: 9.06123 8.46855 0.40345
H: 8.02829 7.41153 1.33944
H: 8.14707 9.03545 -2.76363
H: 9.79055 8.42455 -2.99911
H: 9.34972 9.16281 -1.46586
C: 9.21970 -1.63394 0.80366
C: 8.56977 -0.29276 0.53421
O: 8.82178 0.17020 -0.79429
C: 8.06451 -0.18348 -1.85157
C: 7.06475 -1.30794 -1.71198
O: 8.24580 0.37450 -2.89895
H: 8.81137 -2.41471 0.16195
H: 9.06615 -1.92856 1.84201
H: 10.29073 -1.57638 0.61120
H: 7.49869 -0.30517 0.74139
H: 9.00552 0.46752 1.18011
H: 7.54613 -2.24274 -1.99728
H: 6.24685 -1.10537 -2.39771
H: 6.64498 -1.41094 -0.71319
C: -7.68997 1.84272 -0.35145
C: -7.80335 0.92901 0.85120
O: -9.04812 0.22292 0.88153
C: -9.23343 -0.93831 0.22378
C: -8.22223 -1.37762 -0.81015
O: -10.22937 -1.57288 0.44321
H: -7.71322 1.28183 -1.28617
H: -6.75704 2.40600 -0.31258
H: -8.52317 2.54512 -0.36968
H: -6.96902 0.22972 0.91796
H: -7.78962 1.51919 1.76611
H: -8.53744 -1.00326 -1.78340
H: -8.21865 -2.46397 -0.83782
H: -7.20584 -1.04636 -0.61187
C: -10.04036 -1.53699 3.64047
C: -10.45090 -2.98866 3.55163
O: -9.36584 -3.86938 3.87856
C: -9.07073 -4.23833 5.13658
C: -9.73111 -3.52387 6.29460
O: -8.24323 -5.09142 5.31120
H: -9.75516 -1.25764 4.65681
H: -10.85255 -0.88877 3.31571
H: -9.18168 -1.35759 2.99861
H: -11.32696 -3.21280 4.16205
H: -10.71006 -3.23040 2.52319
H: -9.09716 -2.69082 6.59510
H: -9.80604 -4.22348 7.12285
H: -10.72903 -3.15166 6.07838
C: -1.53669 -0.02685 5.68707
C: -1.94484 -1.48075 5.58348
O: -0.85891 -2.36742 5.87868
C: -0.54485 -2.75635 7.12546
C: -1.17774 -2.05461 8.30563
O: 0.28018 -3.61816 7.26955
H: -1.23640 0.23940 6.70130
H: -2.36096 0.62058 5.39070
H: -0.68799 0.17000 5.03265
H: -2.81092 -1.71347 6.20463
H: -2.22241 -1.71340 4.55720
H: -0.53182 -1.23070 8.60628
H: -1.24386 -2.76540 9.12517
H: -2.17681 -1.67218 8.11387
C: 2.35782 -5.38998 9.00088
C: 3.16017 -5.56618 10.27201
O: 4.40336 -6.23945 10.04226
C: 5.52217 -5.59763 9.65714
C: 5.42966 -4.16156 9.19101
O: 6.55929 -6.20097 9.64010
H: 2.87606 -4.76001 8.27915
H: 1.39367 -4.93167 9.21160
H: 2.18772 -6.35702 8.52760
H: 3.32847 -4.61871 10.78658
H: 2.62244 -6.20836 10.96783
H: 5.28485 -4.15658 8.11163
H: 6.37256 -3.67253 9.42113
H: 4.63218 -3.59009 9.65872

Kohn-Sham gap ... 0.3122 hartree
E_LUMO ... -0.2 eV
SMILES ... NP(O)c1c(CCOCC(F)(F)C(F)(F)C(F)(F)C(F)F)c(CCCC(F)(F)C(F)(F)F)c(CCF)c2c1C(=O)N(CCCC(F)(F)C(F)(F)F)C2=O.CCOC(C)=O.CCOC(C)=O.CCOC(C)=O.CCOC(C)=O.CCOC(C)=O.CCOC(C)=O.CCOC(C)=O



6.
# C5H8O

C5H8O in the gas phase in a non-equilibrium geometry (the ωB97M-V functional and the def2-TZVPD basis, the Open Molecules 2025 dataset).

Atoms and positions in Å:
C: -0.61207 -1.26221 -2.06069
C: 0.31428 -0.40934 -1.65537
C: 0.41720 0.26631 -0.34135
O: 1.27638 1.31447 -0.38272
C: -0.26408 -0.11199 0.76738
C: -0.16655 0.56768 2.11769
H: -1.38183 -1.54457 -1.34940
H: -0.68387 -1.77106 -3.00839
H: 1.10860 -0.01806 -2.29028
H: 1.26954 1.78597 0.45269
H: -0.68921 -1.08142 0.58821
H: -1.19314 0.62529 2.48059
H: 0.53815 0.01759 2.72783
H: 0.06662 1.62136 1.95381

ΔE to the lowest compared entry with this formula, charge and spin ... 156.5 kJ/mol
Kohn-Sham gap ... 0.3344 hartree
E_LUMO ... 0.9 eV
SMILES ... C=C/C(O)=C/C



7.
# C14H13N5O4

C14H13N5O4 in the gas phase in a non-equilibrium geometry (the ωB97M-V functional and the def2-TZVPD basis, the Open Molecules 2025 dataset).

Atoms and positions in Å:
C: 6.21968 -3.21722 0.68183
C: 4.98530 -2.69444 1.45530
O: 3.92195 -2.60454 0.49543
C: 3.44018 -1.38726 0.36712
O: 3.98163 -0.31928 0.57153
C: 2.28462 -1.09108 -0.37722
C: 1.79142 -1.73946 -1.65191
N: 0.69240 -1.22577 -2.10961
N: 0.32734 -0.36993 -1.06425
C: 1.24251 -0.28597 -0.00237
N: 1.14396 0.52461 1.11319
C: 0.02613 1.27176 1.07904
C: -1.09012 1.17437 0.18040
C: -2.17638 2.09788 0.16773
O: -2.31342 2.94926 1.04361
N: -3.22316 1.95283 -0.80696
C: -4.37458 2.82928 -0.68485
C: -5.41368 2.46376 0.40001
N: -5.31325 1.55222 1.34953
O: -6.48280 2.98850 0.36294
C: -3.27123 0.94057 -1.78909
C: -2.14634 0.14846 -1.83478
C: -0.98418 0.21234 -0.82707
H: 5.96683 -4.21892 0.24307
H: 6.56214 -2.41459 -0.04667
H: 7.05144 -3.44121 1.27679
H: 4.67784 -3.33630 2.23824
H: 5.21677 -1.72427 1.91264
H: 2.43317 -2.43565 -2.18004
H: 0.06691 2.08301 1.79425
H: -3.95900 3.77100 -0.42555
H: -4.81805 2.94983 -1.63487
H: -6.09921 1.58187 2.01879
H: -4.42808 1.12586 1.70738
H: -3.91768 0.68615 -2.59179
H: -2.02106 -0.79765 -2.43179

ΔE to the lowest compared entry with this formula, charge and spin ... 255.4 kJ/mol
Kohn-Sham gap ... 0.2832 hartree
E_LUMO ... -0.8 eV
SMILES ... CCOC(=O)c1cnn2c1ncc1c(=O)n(CC(N)=O)ccc12